This record from the OMol25 dataset describes a structure of composition C39H33AsBrF6N5O5SSeW at a distorted geometry. The level of theory is ωB97M-V/def2-TZVPD.

Values from the calculation:
Total charge   +1
Gap between HOMO and LUMO (alpha / beta)   7.1 / 5.0 eV
Multiplicity   4
Largest force on an atom   1.13 eV/A
ΔE to the lowest compared entry with this formula, charge and spin   0.0 kcal/mol
E_HOMO (alpha / beta)   -10.626 / -10.725 eV

CARTESIAN COORDINATES (ANGSTROEM)
C1 3.493 -4.392 1.761
C2 4.223 -4.564 0.597
W1 -0.332 -0.365 0.288
C3 1.189 2.944 -3.172
C4 3.103 -2.337 -1.753
C5 -2.014 5.136 0.381
H1 3.058 -1.891 -2.749
N1 2.249 0.579 2.692
Br1 1.681 3.269 2.824
C6 -0.446 -4.711 1.534
C7 6.266 -4.302 1.808
N2 -0.593 -1.206 -1.768
C8 5.555 -4.116 2.995
H2 1.280 1.767 -5.636
O1 1.552 -0.825 -0.006
H3 -0.219 -5.238 2.449
C9 -1.355 -4.599 -0.678
H4 3.558 2.641 5.013
O2 1.978 -4.778 -0.663
C10 2.526 1.661 3.387
H5 7.259 -4.333 4.292
C11 1.100 3.316 -1.864
C12 6.281 -3.854 4.285
N3 0.236 1.179 -1.228
H6 -2.161 -2.349 -3.750
C13 3.723 -0.625 4.148
H7 2.414 -4.448 1.724
H8 -1.656 5.390 1.370
C14 -2.333 -4.310 -2.871
S1 3.391 -4.859 -0.930
F1 -3.637 -1.486 3.199
Se1 -2.942 1.686 -1.709
C15 0.904 1.122 -4.852
C16 2.728 -0.279 -0.366
C17 3.984 0.539 4.867
H9 -2.909 -4.698 -3.700
H10 -2.376 -6.147 -1.787
H11 5.160 -0.292 6.126
H12 -2.957 6.607 -2.527
C18 -2.700 3.480 -1.235
H13 1.559 3.625 -3.928
H14 3.599 -4.051 3.873
C19 0.806 1.634 -3.534
H15 2.081 -2.568 -1.453
C20 -0.128 -3.347 1.435
C21 0.566 -0.184 -5.126
C22 -1.156 -2.466 -1.861
H16 1.397 4.299 -1.530
C23 3.718 -1.347 -0.763
F2 -4.979 0.172 1.791
H17 5.714 -4.218 5.141
H18 0.613 2.666 0.133
O3 2.971 0.896 -0.319
H19 -3.344 4.239 -3.138
C24 -0.105 -0.536 -2.825
C25 0.322 0.797 -2.525
C26 4.165 -4.167 2.955
F3 -4.494 0.669 4.239
C27 -2.225 3.811 0.042
C28 -2.048 -5.115 -1.800
O4 3.950 -6.008 -1.574
H20 -0.129 -2.059 -4.352
C29 -2.964 4.499 -2.159
C30 2.854 -0.544 3.078
F4 -2.171 -0.805 0.267
H21 -2.024 3.021 0.753
As1 -3.613 0.199 2.838
H22 2.624 -1.432 2.495
H23 -2.109 7.176 -0.278
C31 0.640 2.397 -0.910
F5 -0.400 -0.815 2.130
H24 6.169 -4.675 -0.303
H25 4.156 -3.889 -2.761
H26 6.448 -2.783 4.420
H27 4.184 -1.568 4.417
H28 -1.355 -6.376 0.555
N4 -0.368 -2.643 0.350
H29 0.302 -2.811 2.269
H30 7.349 -4.278 1.827
H31 4.010 -1.876 0.150
C32 3.373 1.723 4.477
C33 5.611 -4.525 0.612
C34 -1.891 -2.977 -2.913
C35 -2.272 6.140 -0.546
C36 -0.952 -3.261 -0.705
H32 4.609 -0.872 -1.168
C37 0.075 -1.023 -4.129
H33 0.693 -0.573 -6.127
C38 -1.070 -5.334 0.492
C39 -2.747 5.821 -1.813
F6 -0.487 1.275 1.131
N5 3.864 -3.578 -1.845
O5 4.808 0.584 5.933

These are the Mulliken partial charges, in e, on atoms 1 to 5: -0.05 -0.24 0.54 -1.29 -0.19

***

This record from the OMol25 dataset describes a structure of composition C39H33CdN5O6S at a distorted geometry. The level of theory is ωB97M-V/def2-TZVPD.

Values from the calculation:
Total charge   -2
Gap between HOMO and LUMO   4.8 eV
Multiplicity   1
Largest force on an atom   1.78 eV/A
ΔE to the lowest compared entry with this formula, charge and spin   53.8 kcal/mol
E_HOMO   -0.944 eV

CARTESIAN COORDINATES (ANGSTROEM)
C1 4.853 -0.325 -4.721
C2 0.368 -3.011 1.336
H1 0.251 -4.096 1.328
C3 0.053 4.164 3.650
H2 0.122 3.130 5.549
C4 1.376 0.188 -3.274
C5 0.872 0.869 1.866
C6 2.696 0.421 -3.943
C7 -0.003 3.003 4.477
C8 -3.070 -1.913 2.659
H3 -0.475 -3.844 3.659
H4 -1.918 -4.070 5.633
H5 1.017 -3.577 -2.878
H6 -2.685 5.488 -1.379
C9 4.317 2.015 -4.761
N1 -0.349 -1.196 -2.841
H7 2.370 2.518 -3.972
C10 -3.179 4.521 -3.237
H8 -0.418 -4.468 -3.465
C11 -0.299 4.035 2.335
H9 5.590 -0.746 3.773
H10 -2.224 -3.897 -2.307
C12 -1.972 2.225 -2.097
H11 -0.355 0.902 4.609
C13 2.573 0.826 3.871
H12 -2.423 1.310 -3.976
C14 -1.831 -2.555 2.596
O1 -1.375 -1.651 0.480
H13 0.293 5.129 4.079
N2 -1.581 3.646 -0.087
C15 -3.877 -2.037 3.772
H14 6.195 1.201 -5.424
H15 4.598 3.042 -4.968
O2 -3.048 -0.756 -1.740
H16 -4.515 -2.361 -0.252
C16 2.136 0.584 2.565
C17 -4.291 -2.719 -1.259
C18 4.633 -0.378 3.427
C19 0.092 -3.504 -3.455
C20 3.073 1.734 -4.221
S1 2.331 0.045 0.082
H17 -1.595 0.421 1.425
Cd1 -0.905 0.455 -1.345
N3 -1.140 2.640 0.528
H18 -3.636 5.402 -3.677
H19 4.124 0.519 5.303
H20 -3.525 3.281 -4.959
C21 -0.627 2.792 1.755
N4 0.829 0.541 0.590
H21 5.563 -1.128 -4.888
C22 -0.235 1.774 3.974
H22 -4.093 -2.906 5.728
C23 5.215 0.984 -5.012
C24 -2.036 -2.829 -2.313
C25 -0.782 -2.428 -2.845
C26 3.004 -0.111 1.724
C27 3.599 -0.606 -4.195
H23 -4.173 -3.804 -1.239
C28 -3.035 -2.009 -1.782
H24 -5.135 -2.460 -1.903
C29 -2.655 4.570 -1.959
N5 0.855 -0.992 -3.486
H25 0.872 -2.687 0.430
H26 1.975 1.406 4.551
C30 -3.106 3.336 -3.958
C31 -2.492 2.222 -3.388
H27 -4.824 -1.514 3.813
O3 -1.479 0.594 2.370
C32 -2.244 -3.468 4.792
C33 -3.467 -2.816 4.849
O4 3.149 1.071 -0.498
C34 -2.056 3.438 -1.382
H28 -3.370 -1.308 1.813
C35 -1.432 -3.338 3.678
C36 -0.981 -2.342 1.393
H29 4.860 -1.098 1.394
C37 -0.381 1.497 2.507
C38 4.233 -0.582 2.111
O5 0.897 1.148 -2.581
H30 3.311 -1.617 -3.939
H31 0.372 -3.221 -4.469
O6 2.257 -1.229 -0.573
C39 3.802 0.335 4.284
H32 0.972 -2.724 2.201
H33 -0.403 4.899 1.690

These are the Mulliken partial charges, in e, on atoms 1 to 5: -0.70 -1.56 0.56 -0.86 0.38

***

This record from the OMol25 dataset describes a structure of composition C39H33CoN15S at a distorted geometry. The level of theory is ωB97M-V/def2-TZVPD.

Values from the calculation:
Total charge   0
Gap between HOMO and LUMO (alpha / beta)   5.1 / 4.5 eV
Multiplicity   4
Largest force on an atom   1.45 eV/A
E_HOMO (alpha / beta)   -5.131 / -5.819 eV

CARTESIAN COORDINATES (ANGSTROEM)
C1 -0.895 -5.559 2.877
C2 -1.512 -5.944 4.042
N1 0.237 4.524 -1.948
H1 -3.096 -3.769 -0.967
C3 2.510 -2.539 -2.068
H2 2.733 -5.994 -3.725
N2 -0.880 4.750 -0.073
C4 -2.762 3.998 4.329
N3 -2.748 -3.207 -0.210
H3 0.400 4.232 -2.894
C5 4.465 2.409 -1.224
H4 -0.390 0.897 -4.569
C6 3.382 -3.951 -3.769
C7 -2.425 -3.732 4.407
C8 -1.722 0.318 2.720
H5 3.999 -4.114 -4.643
C9 3.257 2.048 -0.637
C10 -2.255 1.491 3.355
C11 -1.723 -2.021 2.685
C12 -0.401 -3.551 1.380
H6 -4.389 3.086 5.384
C13 5.030 3.616 -0.861
C14 -1.807 -3.310 3.226
N4 -1.271 -0.873 -3.813
C15 1.800 -3.629 -1.525
C16 4.420 4.447 0.081
H7 0.740 -0.409 -4.127
H8 -2.915 -1.981 -2.318
N5 2.750 -0.216 -1.419
C17 -2.263 -5.036 4.807
N6 1.293 -1.767 -0.280
C18 1.420 2.241 0.716
H9 0.228 0.459 -2.358
H10 -3.915 0.799 4.517
C19 2.665 -5.027 -3.243
N7 -0.673 0.677 1.897
H11 -0.292 -6.238 2.295
N8 0.535 2.741 1.564
C20 -1.999 -2.109 -0.505
H12 0.049 -1.560 1.758
C21 -1.442 2.572 2.963
C22 -0.456 2.020 2.058
H13 -2.595 -2.416 -4.371
H14 -1.403 -6.958 4.398
H15 -1.242 4.335 0.771
C23 -3.317 1.649 4.231
N9 -1.232 -1.487 0.329
H16 4.904 5.370 0.364
C24 -1.018 -4.230 2.448
C25 -2.425 -1.349 -4.544
H17 3.863 -1.857 -3.583
H18 -2.700 -5.367 5.736
N10 -2.142 -1.621 -1.783
S1 -1.612 2.656 -1.568
C26 -0.723 3.982 -1.172
H19 -2.984 4.976 4.730
N11 1.355 1.036 0.090
C27 1.066 -3.117 -0.392
N12 -2.151 -0.871 3.099
H20 -0.239 -0.558 -5.585
C28 2.182 -1.394 -1.251
H21 1.323 -5.712 -1.707
H22 -0.306 6.745 0.222
H23 -2.240 -1.216 -5.607
H24 0.539 6.604 -1.985
C29 3.313 -2.698 -3.188
H25 2.776 4.732 1.426
H26 -1.086 4.689 3.184
H27 5.971 3.923 -1.293
Co1 0.002 -0.147 0.176
H28 4.940 1.754 -1.939
H29 0.864 5.525 0.795
C30 -1.229 -0.811 -2.451
C31 2.446 0.862 -0.713
C32 -1.699 3.844 3.458
H30 -2.552 -3.709 0.645
N13 0.379 -3.924 0.406
C33 0.147 5.772 0.010
C34 0.802 5.728 -1.381
H31 1.893 5.657 -1.321
C35 3.219 4.103 0.669
C36 -3.563 2.919 4.709
C37 2.625 2.908 0.296
C38 1.872 -4.881 -2.119
H32 -2.976 -3.013 4.990
C39 -0.235 -0.186 -4.561
N14 -0.796 -2.120 1.523
H33 -3.327 -0.787 -4.282
N15 -0.370 -0.130 -1.794

These are the Mulliken partial charges, in e, on atoms 1 to 5: -0.91 -0.60 -0.02 0.23 0.37

***

This record from the OMol25 dataset describes a structure of composition C39H34As2BF4GeMnO3S4 at a distorted geometry. The level of theory is ωB97M-V/def2-TZVPD.

Values from the calculation:
Total charge   -2
Gap between HOMO and LUMO (alpha / beta)   5.4 / 5.5 eV
Multiplicity   5
Largest force on an atom   1.62 eV/A
ΔE to the lowest compared entry with this formula, charge and spin   24.5 kcal/mol
E_HOMO (alpha / beta)   -1.796 / -1.807 eV

CARTESIAN COORDINATES (ANGSTROEM)
O1 1.772 2.201 -0.691
H1 2.413 -2.259 -4.902
H2 -0.786 0.311 3.389
C1 -2.660 -0.682 3.117
S1 5.198 0.240 -1.425
C2 -0.857 3.347 -0.058
C3 -4.294 0.481 1.797
S2 5.946 -2.515 0.896
H3 -4.622 -1.445 2.692
C4 1.502 -4.028 -0.923
B1 1.978 0.638 -4.595
H4 -0.862 2.316 -1.947
C5 -2.539 4.406 3.948
C6 0.818 -5.771 0.586
F1 2.892 0.169 -5.536
H5 2.345 -3.459 -7.082
C7 0.972 -4.956 -6.382
F2 2.706 0.901 -3.347
H6 0.049 -6.433 0.968
H7 -0.396 -6.302 -5.417
C8 -2.378 -1.584 -0.392
Ge1 -0.969 3.073 1.889
H8 -0.049 4.053 -0.258
H9 -1.314 1.278 -0.603
H10 -4.455 7.189 4.214
C9 -3.371 5.356 4.522
C10 1.046 -3.605 -3.962
H11 2.465 5.472 4.632
C11 -2.121 4.514 2.619
H12 0.944 -5.486 -7.327
C12 -3.396 1.524 1.616
As1 5.190 -0.554 0.665
C13 -2.119 1.489 2.182
C14 -3.208 -1.257 -1.458
C15 -0.595 -2.053 -1.932
H13 -3.681 5.255 5.556
As2 1.212 -2.671 -2.276
C16 0.515 -4.882 -0.435
C17 0.217 -5.414 -5.310
C18 1.418 2.016 3.276
C19 -2.728 -1.322 -2.758
C20 -3.926 -0.627 2.551
H14 -3.725 7.420 1.863
C21 2.567 2.140 4.045
C22 -3.805 6.444 3.771
C23 2.162 4.497 4.268
H15 -1.026 -1.742 -4.006
C24 -1.766 0.368 2.933
C25 -1.072 -1.981 -0.628
C26 1.761 -3.821 -6.245
F3 0.975 -0.326 -4.358
H16 -2.363 -1.548 3.697
C27 0.631 3.129 2.993
H17 -5.281 0.532 1.352
H18 -3.693 2.388 1.028
C28 3.083 -4.948 0.648
C29 1.015 4.372 3.499
C30 0.766 1.508 -0.923
C31 2.098 -5.797 1.133
H19 3.860 3.475 5.103
C32 -3.397 6.571 2.451
S3 2.967 -0.568 0.698
H20 3.546 -3.394 -0.755
O2 2.590 -1.783 -2.343
H21 -0.410 -2.199 0.201
H22 -0.492 -4.845 -0.834
C33 -1.419 -1.721 -2.998
H23 4.079 -4.925 1.074
H24 3.201 1.279 4.209
C34 -2.563 5.612 1.884
C35 -0.643 2.086 -0.900
H25 2.319 -6.474 1.950
C36 0.252 -4.737 -4.100
O3 0.855 0.278 -1.245
F4 1.393 1.837 -4.993
H26 -2.247 5.727 0.852
H27 1.181 1.054 2.842
S4 6.101 0.766 2.031
H28 -2.743 -1.511 0.626
Mn1 2.962 0.204 -1.394
H29 -4.227 -0.936 -1.269
C37 2.939 3.379 4.541
H30 -1.803 3.810 -0.352
H31 0.414 5.250 3.282
C38 2.786 -4.070 -0.386
H32 -2.201 3.561 4.542
H33 -0.340 -5.088 -3.262
H34 -3.365 -1.049 -3.592
C39 1.805 -3.146 -5.032

These are the Mulliken partial charges, in e, on atoms 1 to 5: -0.92 0.32 0.31 -0.52 -0.46

***

This record from the OMol25 dataset describes a cluster of 7 separate species, C39H34BrF6NO3 in total. The level of theory is ωB97M-V/def2-TZVPD.

Values from the calculation:
Total charge   0
Gap between HOMO and LUMO   9.3 eV
Multiplicity   1
Largest force on an atom   0.78 eV/A
Structure (SMILES)   O=CCN(Br)C(=O)O.Fc1ccccc1.Fc1ccccc1.Fc1ccccc1.Fc1ccccc1.Fc1ccccc1.Fc1ccccc1
E_HOMO   -9.055 eV

CARTESIAN COORDINATES (ANGSTROEM)
C1 -7.300 -3.089 -5.865
C2 2.734 -0.840 0.831
H1 -8.525 -1.736 -4.736
H2 9.507 2.557 7.261
H3 1.065 2.037 0.354
H4 -1.489 -0.894 -4.847
H5 4.555 -3.238 -1.111
C3 3.867 4.176 6.964
C4 6.337 -5.638 -2.699
C5 4.030 -5.752 -3.282
N1 -0.483 0.157 -3.321
C6 -10.990 3.342 -6.246
C7 -5.659 -0.926 -6.298
C8 9.453 0.644 8.231
C9 4.768 -4.077 -1.755
C10 -3.014 0.042 -3.653
H6 10.478 0.402 7.984
H7 3.035 4.060 4.973
C11 8.908 1.854 7.824
C12 2.221 2.594 6.294
C13 7.368 0.052 9.278
O1 -3.354 -0.513 -2.645
H8 -1.636 2.086 -1.239
C14 6.067 -4.556 -1.872
F1 5.569 1.563 9.167
C15 2.197 2.039 7.559
H9 -7.029 0.211 -5.120
C16 -6.146 -3.235 -6.623
H10 2.722 -4.313 -2.397
H11 -7.946 -3.940 -5.694
C17 2.076 0.163 0.150
C18 1.770 1.310 2.245
H12 -9.363 0.371 -6.493
H13 -1.536 0.858 -4.941
H14 -4.416 -2.235 -7.441
C19 -1.604 0.012 -4.252
C20 -7.627 -1.852 -5.325
H15 1.391 2.155 2.802
H16 -3.775 0.609 -4.228
C21 8.682 -0.255 8.956
C22 6.847 1.260 8.860
O2 -1.053 1.323 -1.336
H17 1.531 1.212 7.769
H18 -11.390 4.369 -4.406
H19 -11.461 4.096 -6.862
H20 9.105 -1.200 9.271
H21 6.752 -0.632 9.847
H22 3.440 -1.613 2.692
O3 -0.239 2.409 -3.128
C23 2.922 -0.802 2.198
C24 3.739 -4.675 -2.468
H23 5.499 -7.095 -4.055
H24 1.959 0.090 -0.921
C25 7.592 2.168 8.135
H25 4.518 4.037 9.001
C26 3.868 3.629 8.239
C27 3.033 2.557 8.535
C28 5.312 -6.247 -3.409
H26 7.348 -6.011 -2.793
C29 -9.815 1.250 -6.052
C30 -10.952 3.494 -4.867
F2 3.207 -1.897 0.132
H27 3.032 2.126 9.526
H28 -5.889 -4.198 -7.041
H29 7.145 3.101 7.820
C31 -0.569 1.382 -2.603
C32 1.589 1.245 0.869
H30 4.512 5.014 6.734
F3 1.414 2.082 5.339
C33 -5.317 -2.145 -6.848
Br1 -0.227 -1.348 -2.218
H31 6.868 -4.086 -1.317
F4 -9.205 0.480 -3.912
F5 3.032 -6.337 -3.974
C34 2.438 0.288 2.908
H32 -10.456 2.097 -7.910
C35 -10.424 2.219 -6.836
C36 3.043 3.653 5.976
C37 -6.798 -0.759 -5.538
F6 -4.850 0.137 -6.508
H33 2.581 0.339 3.978
C38 -9.793 1.422 -4.682
H34 -10.317 2.623 -2.996
C39 -10.352 2.527 -4.073

These are the Mulliken partial charges, in e, on atoms 1 to 5: -0.63 0.22 0.40 0.35 0.39

***

For each record above, in turn, the calculated E_tot values are -283860.720 -76111.332 -111792.945 -311551.108 -134972.531 eV.